[1]
{"formula": "C3H7NS", "method": "ωB97M-V/def2-TZVPD", "species": ["C", "C", "C", "H", "H", "H", "H", "H", "H", "H", "N", "S"], "positions_angstrom": [[-0.346, 0.059, 0.341], [0.083, -1.418, 0.147], [1.094, 0.333, 0.694], [-2.160, 0.412, -1.042], [-0.926, 0.135, 1.271], [0.301, -1.566, -0.943], [-0.585, -2.163, 0.588], [2.148, -1.393, 0.499], [1.694, 0.648, -0.145], [1.329, 0.998, 1.565], [1.284, -1.116, 0.989], [-0.986, 1.056, -0.988]], "nbo_charge": [-0.375, -0.229, -0.225, 0.122, 0.219, 0.183, 0.196, 0.350, 0.177, 0.194, -0.602, -0.011], "total_energy_ev": -15548.530, "e_lumo_ev": 0.935, "e_homo_ev": -9.06, "smiles": "SC1CNC1"}

[2]
{"formula": "C3H7NS", "method": "ωB97M-V/def2-TZVPD", "species": ["C", "C", "C", "N", "S", "H", "H", "H", "H", "H", "H", "H"], "positions_angstrom": [[-0.418, 0.531, 0.225], [0.346, -0.728, -0.143], [-1.125, 1.570, -0.761], [0.724, -1.582, 0.739], [1.779, -2.867, 0.345], [-1.102, 0.415, 0.964], [0.415, 0.953, 0.751], [0.574, -0.731, -1.158], [-2.041, 1.154, -1.100], [-0.268, 1.792, -1.385], [-1.359, 2.459, -0.012], [2.476, -2.967, 1.536]], "nbo_charge": [-0.458, 0.133, -0.604, -0.578, 0.150, 0.215, 0.223, 0.148, 0.217, 0.216, 0.216, 0.124], "total_energy_ev": -15547.687, "e_lumo_ev": 0.986, "e_homo_ev": -8.68, "smiles": "CC/C=N/S"}

[3]
{"formula": "C3H7NS", "method": "ωB97M-V/def2-TZVPD", "species": ["C", "C", "C", "H", "H", "H", "H", "H", "H", "H", "N", "S"], "positions_angstrom": [[-0.917, -0.422, -0.817], [-0.016, 0.685, -0.159], [0.831, 0.255, 0.933], [-0.971, -2.160, 0.510], [-1.680, 0.131, -1.403], [-0.143, -1.007, -1.326], [-0.449, 1.638, -0.125], [1.076, 1.046, 1.679], [0.965, -0.814, 1.276], [1.796, 1.479, -0.494], [1.456, 0.516, -0.366], [-1.948, -1.348, 0.293]], "nbo_charge": [-0.561, -0.104, -0.263, 0.106, 0.222, 0.244, 0.197, 0.197, 0.207, 0.352, -0.599, 0.001], "total_energy_ev": -15547.985, "e_lumo_ev": 1.005, "e_homo_ev": -9.03, "smiles": "SC[C@H]1CN1"}

[4]
{"formula": "C3H7NS", "method": "ωB97M-V/def2-TZVPD", "species": ["C", "C", "C", "H", "H", "H", "H", "H", "H", "H", "N", "S"], "positions_angstrom": [[0.330, -0.792, -0.278], [-0.782, -0.062, 0.424], [-1.642, 0.915, -0.171], [1.470, 1.303, -0.405], [0.611, -1.749, 0.237], [0.069, -1.013, -1.362], [-0.638, 0.109, 1.536], [-2.036, 1.743, 0.290], [-1.176, 1.113, -1.145], [-2.804, -0.916, 0.516], [-2.064, -0.487, -0.075], [1.969, 0.153, 0.063]], "nbo_charge": [-0.469, -0.109, -0.244, 0.114, 0.227, 0.235, 0.197, 0.205, 0.181, 0.388, -0.634, -0.091], "total_energy_ev": -15547.750, "e_lumo_ev": 0.971, "e_homo_ev": -9.12, "smiles": "SC[C@H]1CN1"}